<one>
A 2-piece molecular cluster, C2H8NO overall. Source: the OMol25 dataset; level of theory: ωB97M-V with the def2-TZVPD basis set.

Calculated values
Gap between HOMO and LUMO = 11.611 eV
Net charge = +1
HOMO = -16.42 eV
LUMO energy = -4.805 eV

Structure (XYZ):
```
12
Properties=species:S:1:pos:R:3:mulliken_charge:R:1
O -1.258 -0.299 -2.080 -0.7000
H -1.797 0.493 -2.076 0.3545
H -1.725 -1.014 -2.519 0.3304
H 2.211 1.423 1.345 0.3240
C 1.432 0.691 1.551 -1.0724
C 0.590 0.262 0.422 0.3084
N -0.353 -0.586 0.481 -0.1523
H 0.786 1.147 2.314 0.3427
H 1.921 -0.220 1.972 0.3356
H 0.678 0.877 -0.471 0.3715
H -0.498 -1.164 1.309 0.2673
H -1.081 -0.790 -0.210 0.2903
```

---

<two>
A 2-piece molecular cluster, C2H8NO overall. Source: the OMol25 dataset; level of theory: ωB97M-V with the def2-TZVPD basis set.

Calculated values
Gap between HOMO and LUMO = 11.421 eV
Net charge = +1
HOMO = -16.27 eV
LUMO energy = -4.853 eV

Structure (XYZ):
```
12
Properties=species:S:1:pos:R:3:mulliken_charge:R:1
O 0.545 1.510 -1.902 -0.6469
H -0.153 1.161 -2.414 0.3172
H 0.907 2.048 -2.616 0.3260
H -1.170 -1.647 1.396 0.3523
C -0.152 -1.581 1.129 -0.9360
C 0.303 -0.280 0.711 0.2937
N -0.417 0.787 0.576 -0.2239
H -0.121 -2.224 0.222 0.3186
H 0.643 -2.061 1.778 0.3202
H 1.300 -0.133 0.270 0.3477
H -1.410 0.859 0.836 0.2720
H -0.274 1.559 0.014 0.2589
```

---

<three>
A 2-piece molecular cluster, C2H8NO overall. Source: the OMol25 dataset; level of theory: ωB97M-V with the def2-TZVPD basis set.

Calculated values
Gap between HOMO and LUMO (alpha / beta) = 7.913 / 10.522 eV
Net charge = +1
HOMO (alpha / beta) = -12.82 / -14.72 eV
LUMO energy (alpha / beta) = -4.910 / -4.202 eV

Structure (XYZ):
```
12
Properties=species:S:1:pos:R:3:mulliken_charge:R:1
C -0.490 1.116 0.319 -1.0926
C 0.167 0.020 -0.495 -0.0117
N -0.217 -1.330 0.039 -0.2383
O 0.522 0.049 -1.772 -0.4138
H -1.506 0.979 0.131 0.4073
H -0.189 0.885 1.407 0.3291
H -0.064 2.118 0.009 0.3735
H 2.513 -0.518 0.158 0.0609
H 0.411 -1.997 -0.517 0.4297
H -1.247 -1.343 -0.262 0.3720
H 0.042 -1.327 1.048 0.4046
H 0.212 0.922 -2.228 0.3792
```

---

So which one wins? Going from most stable to least: <one>, <two>, <three>.

---

<one>
C5H15O4 as an isolated structure. Source: the OMol25 dataset; level of theory: ωB97M-V with the def2-TZVPD basis set.

Calculated values
Gap between HOMO and LUMO = 8.140 eV
Net charge = -1
HOMO = -4.23 eV
LUMO energy = 3.905 eV

Structure (XYZ):
```
24
Properties=species:S:1:pos:R:3:mulliken_charge:R:1
C -1.753 0.452 -1.325 -0.5490
O -1.957 -0.747 -1.896 -0.7476
C -1.687 0.469 0.240 -0.2303
C -0.954 1.435 1.208 -0.7008
C 0.600 1.198 1.158 -0.3063
C 1.128 -0.175 1.596 -0.5695
O 2.559 -0.127 1.486 -0.5850
H -0.777 0.791 -1.563 0.2181
H -2.386 1.245 -1.821 0.2979
H -2.748 0.614 0.471 0.2794
H -1.234 -0.585 0.455 0.0721
H -1.314 1.326 2.280 0.2944
H -1.347 2.482 1.163 0.3713
H 0.910 1.478 0.127 0.1422
H 1.042 1.927 1.809 0.3075
H 0.862 -0.521 2.539 0.4116
H 0.763 -0.953 0.933 0.2075
H 2.658 -0.385 0.564 0.4200
H 2.548 -2.085 -0.918 0.2535
H 1.325 -1.233 -1.246 0.4782
O 2.345 -1.209 -0.959 -0.7794
H -0.981 -1.501 -1.858 0.3303
H 0.268 -1.927 -2.665 0.2560
O 0.128 -1.972 -1.776 -0.8719
```

---

<two>
A 4-piece molecular cluster, C5H15O4 overall. Source: the OMol25 dataset; level of theory: ωB97M-V with the def2-TZVPD basis set.

Calculated values
Gap between HOMO and LUMO = 8.644 eV
Net charge = -1
HOMO = -4.89 eV
LUMO energy = 3.758 eV

Structure (XYZ):
```
24
Properties=species:S:1:pos:R:3:mulliken_charge:R:1
C 1.159 -0.324 1.386 -0.5699
O 1.192 0.481 0.249 -0.4545
C -0.204 -0.740 2.059 -0.5435
C -1.395 -0.711 1.087 -0.3627
C -2.067 0.668 1.236 -0.2832
C -1.744 1.738 0.516 -0.6234
H 1.652 0.251 2.180 0.2751
H 1.739 -1.232 1.123 0.2700
H -0.120 -1.750 2.501 0.3175
H -0.308 -0.108 2.941 0.3623
H -2.133 -1.479 1.305 0.3591
H -1.061 -0.705 0.046 0.0605
H -2.830 0.775 2.013 0.3118
H -1.099 1.672 -0.345 0.2086
H -2.006 2.774 0.749 0.2417
H 2.257 2.206 -2.469 0.3150
H 3.004 1.796 -1.065 0.3278
O 2.976 2.323 -1.851 -0.6624
H 1.563 -0.948 -2.053 0.1830
H 0.805 -0.085 -0.599 0.3050
O 0.660 -0.878 -1.697 -0.9605
H -1.311 -2.405 -3.016 0.2365
H -0.021 -1.468 -2.772 0.4466
O -0.707 -1.853 -3.524 -0.7603
```

---

So which one wins? Going from most stable to least: <two>, <one>.